No. 1
{"formula": "C19H23NO4", "method": "wB97M-V/def2-TZVPD", "spin_multiplicity": 1, "molar_mass_g_mol": 329.40, "e_above_lowest_ev": 15.560, "e_tot_ha": -1092.99764, "smiles": "CCOC(=O)[C@H]1CCCN(Cc2cc(=O)oc3cc(C)ccc23)C1", "orbital_gap_ha": 0.313, "elements": ["C", "C", "O", "C", "O", "C", "C", "C", "C", "N", "C", "C", "C", "C", "O", "O", "C", "C", "C", "C", "C", "C", "C", "C", "H", "H", "H", "H", "H", "H", "H", "H", "H", "H", "H", "H", "H", "H", "H", "H", "H", "H", "H", "H", "H", "H", "H"], "xyz": [[4.044, -1.604, -2.574], [2.850, -0.830, -1.825], [1.953, -1.836, -1.520], [2.383, -2.382, -0.144], [3.488, -2.080, 0.525], [1.149, -3.480, 0.300], [1.192, -3.400, 1.687], [0.590, -2.320, 2.427], [-0.758, -1.984, 1.965], [-0.611, -1.765, 0.334], [-1.657, -1.203, -0.205], [-1.357, 0.144, -0.704], [-0.308, 0.322, -1.493], [0.131, 1.650, -1.835], [1.101, 1.880, -2.676], [-0.523, 2.573, -1.226], [-1.253, 2.654, -0.184], [-1.468, 3.856, 0.343], [-2.563, 3.650, 1.631], [-2.786, 4.979, 2.158], [-2.872, 2.472, 1.892], [-2.624, 1.403, 1.207], [-1.834, 1.294, 0.188], [-0.213, -3.174, -0.216], [4.581, -2.463, -1.995], [4.609, -0.796, -3.118], [3.595, -2.145, -3.465], [3.237, -0.315, -0.942], [2.325, -0.232, -2.511], [1.653, -4.340, -0.134], [0.554, -4.311, 2.306], [2.140, -3.665, 2.177], [1.469, -1.335, 2.234], [0.625, -2.078, 3.435], [-1.354, -2.585, 2.139], [-1.215, -0.864, 2.212], [-2.571, -1.360, 0.433], [-1.837, -1.569, -1.190], [-0.095, -0.455, -2.200], [-0.909, 4.780, 0.366], [-3.859, 5.127, 2.123], [-2.394, 5.763, 2.084], [-2.755, 4.778, 3.234], [-3.747, 2.441, 2.720], [-3.182, 0.335, 1.369], [-0.639, -3.961, 0.300], [-0.042, -3.064, -1.284]], "mulliken_charge": [-1.15, -0.29, -0.21, 0.03, -0.58, 0.79, -1.39, -0.51, -1.17, 0.56, -1.35, 0.29, -0.46, 0.15, -0.68, -0.25, -0.24, -0.90, 0.92, -1.94, -0.78, 0.74, 0.31, -1.70, 0.26, 0.39, 0.29, 0.36, 0.43, 0.67, 0.32, 0.36, 0.14, 0.67, 0.85, 0.25, 0.58, 0.52, 0.65, 0.36, 0.36, 0.70, 0.42, 0.17, -0.04, 0.60, 0.52]}



No. 2
{"formula": "C19H23NO5S", "method": "wB97M-V/def2-TZVPD", "spin_multiplicity": 1, "molar_mass_g_mol": 377.46, "e_above_lowest_ev": 0.000, "e_tot_ha": -1566.97378, "smiles": "CCOc1ccc(CCNC(=O)COC(=O)c2cccs2)cc1OCC", "orbital_gap_ha": 0.304, "elements": ["C", "C", "O", "C", "C", "C", "C", "C", "C", "N", "C", "O", "C", "O", "C", "O", "C", "C", "C", "C", "S", "C", "C", "O", "C", "C", "H", "H", "H", "H", "H", "H", "H", "H", "H", "H", "H", "H", "H", "H", "H", "H", "H", "H", "H", "H", "H", "H", "H"], "xyz": [[4.096, 1.940, -0.302], [3.592, 0.607, -0.843], [2.346, 0.723, -1.509], [1.260, 1.233, -0.844], [0.401, 2.008, -1.613], [-0.754, 2.553, -1.087], [-1.072, 2.341, 0.245], [-2.327, 2.899, 0.854], [-3.564, 2.104, 0.398], [-3.337, 0.675, 0.443], [-3.106, 0.016, 1.586], [-3.201, 0.491, 2.698], [-2.747, -1.468, 1.366], [-1.432, -1.658, 0.847], [-1.253, -1.535, -0.478], [-2.126, -1.173, -1.242], [0.085, -1.906, -0.888], [1.098, -2.459, -0.143], [2.252, -2.695, -0.902], [2.099, -2.324, -2.207], [0.554, -1.681, -2.537], [-0.234, 1.545, 1.014], [0.922, 0.976, 0.497], [1.753, 0.170, 1.226], [1.443, -0.094, 2.580], [2.568, -0.946, 3.149], [4.121, 2.682, -1.097], [5.098, 1.817, 0.101], [3.441, 2.299, 0.488], [3.536, -0.132, -0.038], [4.265, 0.235, -1.621], [0.668, 2.169, -2.646], [-1.396, 3.155, -1.711], [-2.462, 3.944, 0.569], [-2.261, 2.838, 1.941], [-4.405, 2.345, 1.055], [-3.825, 2.357, -0.630], [-3.120, 0.202, -0.429], [-2.753, -1.978, 2.331], [-3.478, -1.920, 0.687], [0.992, -2.686, 0.902], [3.157, -3.119, -0.505], [2.823, -2.390, -2.994], [-0.510, 1.360, 2.040], [1.367, 0.847, 3.143], [0.484, -0.625, 2.649], [3.510, -0.407, 3.090], [2.663, -1.869, 2.584], [2.358, -1.184, 4.188]], "mulliken_charge": [-1.23, -0.01, -0.34, 0.09, -0.78, -0.43, -0.19, -1.46, -0.98, 0.01, 0.65, -0.66, -0.82, -0.25, 0.32, -0.82, 0.29, -0.22, -0.74, -0.40, -0.13, 0.06, 0.68, 0.15, -0.25, -1.48, 0.34, 0.41, 0.23, -0.06, 0.45, 0.47, 0.45, 0.50, 0.35, 0.40, 0.44, 0.38, 0.34, 0.42, 0.72, 0.45, 0.51, 0.46, 0.48, 0.18, 0.30, 0.27, 0.45]}



No. 3
{"formula": "C19H23NO6", "method": "wB97M-V/def2-TZVPD", "spin_multiplicity": 1, "molar_mass_g_mol": 361.39, "e_above_lowest_ev": 1.193, "e_tot_ha": -1244.04728, "smiles": "CCOC(=O)COc1ccc2c(c1)C(=O)CC1(CCN(C(C)=O)CC1)O2", "orbital_gap_ha": 0.312, "elements": ["C", "C", "O", "C", "O", "C", "O", "C", "C", "C", "C", "C", "C", "C", "O", "C", "C", "C", "C", "N", "C", "C", "O", "C", "C", "O", "H", "H", "H", "H", "H", "H", "H", "H", "H", "H", "H", "H", "H", "H", "H", "H", "H", "H", "H", "H", "H", "H", "H"], "xyz": [[6.193, 0.629, 4.059], [4.964, 1.189, 3.359], [5.092, 1.106, 1.934], [4.774, -0.055, 1.364], [4.375, -1.026, 1.943], [4.993, 0.030, -0.148], [4.341, -0.996, -0.845], [2.980, -1.059, -0.767], [2.383, -2.165, -1.386], [1.017, -2.320, -1.396], [0.194, -1.382, -0.772], [0.784, -0.290, -0.127], [2.172, -0.127, -0.146], [-0.044, 0.653, 0.631], [0.367, 1.681, 1.122], [-1.476, 0.180, 0.803], [-1.991, -0.482, -0.475], [-2.032, 0.508, -1.653], [-3.178, 1.510, -1.518], [-4.441, 0.820, -1.364], [-5.349, 0.859, -2.374], [-6.613, 0.047, -2.190], [-5.164, 1.538, -3.365], [-4.479, -0.032, -0.202], [-3.384, -1.099, -0.286], [-1.144, -1.585, -0.827], [6.091, 0.763, 5.132], [6.293, -0.432, 3.845], [7.088, 1.146, 3.720], [4.068, 0.640, 3.664], [4.839, 2.253, 3.567], [6.060, -0.112, -0.347], [4.700, 1.027, -0.502], [3.025, -2.890, -1.859], [0.558, -3.167, -1.881], [2.561, 0.741, 0.364], [-1.475, -0.555, 1.615], [-2.102, 1.019, 1.103], [-2.169, -0.068, -2.571], [-1.084, 1.043, -1.727], [-3.018, 2.164, -0.655], [-3.247, 2.123, -2.418], [-7.149, 0.360, -1.297], [-7.246, 0.218, -3.057], [-6.387, -1.015, -2.124], [-4.325, 0.589, 0.689], [-5.449, -0.515, -0.109], [-3.393, -1.717, 0.613], [-3.572, -1.747, -1.143]], "mulliken_charge": [-1.12, -0.23, -0.34, 0.61, -0.56, -0.46, -0.48, 0.35, -0.76, -0.74, 0.03, 0.04, 0.02, 0.31, -0.69, -1.00, 1.28, -0.83, -1.10, 0.12, 1.14, -1.35, -0.65, -1.00, -1.03, -0.53, 0.37, 0.32, 0.29, 0.30, 0.32, 0.34, 0.36, 0.46, 0.47, 0.71, 0.46, 0.36, 0.40, 0.43, 0.35, 0.47, 0.34, 0.34, 0.33, 0.21, 0.55, 0.47, 0.33]}